# 1
Below is 4 unconnected molecules or ions with the total composition C66H53BrF4N2O6S, with properties calculated with ωB97M-V/def2-TZVPD.

```
! wB97M-V def2-TZVPD RIJCOSX def2/J DEFGRID3
* xyz 0 1
C -6.1113 -2.6915 -6.2251
C -4.9746 -3.6659 -6.5379
C -3.6210 -2.9764 -6.7370
N -2.5026 -3.6090 -6.0239
C -1.7179 -2.7711 -5.1753
C -2.2846 -1.9186 -4.2344
C -1.4601 -1.1367 -3.4334
C -0.0532 -1.1503 -3.5353
C 0.5302 -2.0098 -4.5007
C 1.9858 -2.3127 -4.8317
C 3.0216 -1.2643 -4.4932
C 2.4329 -3.7022 -4.3378
C 1.9932 -4.1146 -2.9439
C -0.3370 -2.7867 -5.2906
N 0.6836 -0.3086 -2.6126
C 1.1817 -0.9674 -1.4005
Br 0.0318 -2.4369 -0.7354
C 1.4883 -0.0637 -0.2160
C 0.3185 0.3903 0.6597
C 0.1661 1.0336 -2.4598
C -1.2142 1.2246 -2.2840
C -1.7761 2.4900 -2.1103
C -0.9559 3.6034 -2.0976
C 0.4093 3.4567 -2.2862
C 0.9835 2.1967 -2.4687
C 2.4758 2.2350 -2.6993
F 3.1295 1.1239 -2.2928
F 3.0455 3.2648 -2.0091
C 2.7992 2.4507 -4.1908
F 2.5298 3.7447 -4.5158
F 4.1133 2.2084 -4.4026
S -2.2785 -0.1559 -2.2289
H -7.0753 -3.1212 -6.4884
H -6.1460 -2.4540 -5.1637
H -5.9988 -1.7641 -6.7817
H -5.2339 -4.2275 -7.4326
H -4.8985 -4.3895 -5.7265
H -3.6931 -1.9308 -6.4380
H -3.3845 -2.9738 -7.8015
H -2.8289 -4.4116 -5.5055
H -3.3577 -1.8592 -4.1216
H 1.9787 -2.4053 -5.9182
H 3.8800 -1.3632 -5.1524
H 3.3834 -1.3636 -3.4716
H 2.5986 -0.2774 -4.5770
H 3.5193 -3.7401 -4.4088
H 2.0577 -4.4434 -5.0453
H 2.3342 -5.1282 -2.7373
H 2.4236 -3.4837 -2.1666
H 0.9107 -4.1045 -2.8480
H 0.0871 -3.4418 -6.0389
H 2.0855 -1.5008 -1.6720
H 2.0485 0.7953 -0.5616
H 2.1785 -0.6403 0.3981
H 0.5084 1.3854 1.0532
H 0.1823 -0.2828 1.5020
H -0.6236 0.4053 0.1191
H -2.8440 2.5857 -1.9851
H -1.3774 4.5864 -1.9525
H 1.0426 4.3293 -2.2844
H 2.2081 1.8007 -4.8349
O 9.4052 -0.2380 -9.4461
C 8.4442 -0.7644 -8.9279
C 7.3341 0.0466 -8.3514
C 7.3987 1.4329 -8.4299
C 6.3711 2.2045 -7.9123
C 5.2715 1.5919 -7.3222
C 5.2047 0.2131 -7.2389
C 6.2353 -0.5653 -7.7454
C 6.1454 -2.0470 -7.6154
O 5.2134 -2.5721 -7.0424
C 7.2437 -2.8593 -8.2127
C 7.1727 -4.2447 -8.1377
C 8.1735 -5.0186 -8.6992
C 9.2499 -4.4124 -9.3378
C 9.3291 -3.0323 -9.4100
C 8.3285 -2.2503 -8.8472
H 8.2602 1.8913 -8.8949
H 6.4263 3.2835 -7.9659
H 4.4658 2.1897 -6.9214
H 4.3574 -0.2744 -6.7775
H 6.3286 -4.7003 -7.6392
H 8.1167 -6.0973 -8.6408
H 10.0289 -5.0198 -9.7790
H 10.1617 -2.5463 -9.8987
O -4.1061 1.3454 3.8351
C -3.9543 0.2434 4.3185
C -4.2029 -0.0054 5.7679
C -4.6418 1.0446 6.5649
C -4.8995 0.8330 7.9085
C -4.7185 -0.4304 8.4607
C -4.2736 -1.4791 7.6743
C -4.0131 -1.2713 6.3258
C -3.5245 -2.4142 5.5015
O -3.3193 -3.5021 5.9965
C -3.3017 -2.1716 4.0476
C -2.8787 -3.2257 3.2466
C -2.6801 -3.0268 1.8912
C -2.9051 -1.7757 1.3275
C -3.3189 -0.7210 2.1222
C -3.5178 -0.9124 3.4838
H -4.7779 2.0200 6.1197
H -5.2334 1.6543 8.5291
H -4.9251 -0.5963 9.5100
H -4.1234 -2.4652 8.0909
H -2.7094 -4.1925 3.6995
H -2.3454 -3.8469 1.2692
H -2.7421 -1.6193 0.2695
H -3.4895 0.2597 1.6997
O -2.3087 5.9247 14.7113
C -2.6621 5.3974 13.6790
C -2.4924 6.0801 12.3640
C -1.8939 7.3331 12.3302
C -1.7078 7.9767 11.1190
C -2.1178 7.3721 9.9356
C -2.7216 6.1269 9.9638
C -2.9131 5.4774 11.1768
C -3.5786 4.1438 11.1830
O -3.9857 3.6408 10.1573
C -3.7246 3.4487 12.4941
C -4.3080 2.1884 12.5262
C -4.4397 1.5179 13.7298
C -3.9890 2.1034 14.9080
C -3.4121 3.3613 14.8832
C -3.2787 4.0390 13.6780
H -1.5782 7.7885 13.2583
H -1.2404 8.9520 11.0942
H -1.9657 7.8750 8.9901
H -3.0500 5.6460 9.0532
H -4.6509 1.7461 11.6013
H -4.8933 0.5360 13.7528
H -4.0893 1.5756 15.8469
H -3.0603 3.8314 15.7907
*
```

Summary:
- HOMO level (eV) = -8.3
- Kohn-Sham gap (eV) = 7.20

=====

# 2
Below is a molecular structure, C66H53IN2O2P2SiSn, with properties calculated with ωB97M-V/def2-TZVPD.

```
! wB97M-V def2-TZVPD RIJCOSX def2/J DEFGRID3
* xyz 0 1
Sn -0.3333 0.5291 -0.2874
C -0.8514 3.9016 -1.4709
Si -0.8460 3.1707 0.2797
C -2.7104 3.3518 0.7485
C -3.1926 4.6417 1.0039
C -4.5452 4.9153 1.1151
C -5.4732 3.8977 0.9477
C -5.0281 2.6116 0.7073
C -3.6618 2.3294 0.6283
P -3.1503 0.5995 0.4332
C -3.8028 -0.2318 1.9196
C -4.4698 0.3757 2.9772
C -4.8751 -0.3854 4.0678
C -4.5924 -1.7398 4.1293
C -3.8940 -2.3475 3.0926
C -3.4975 -1.5936 2.0032
C -4.2297 -0.0218 -0.9025
C -4.9172 -1.2298 -0.8508
C -5.5427 -1.7271 -1.9861
C -5.4954 -1.0217 -3.1775
C -4.8247 0.1932 -3.2328
C -4.1861 0.6816 -2.1080
C 0.4031 4.3171 1.2048
C 0.0781 5.6827 1.2404
C 0.9103 6.6307 1.8005
C 2.1052 6.2449 2.3811
C 2.4629 4.9136 2.3587
C 1.6498 3.9436 1.7571
P 2.2543 2.2120 1.8521
C 2.5788 2.2276 3.6755
C 1.5905 2.7606 4.5091
C 1.7143 2.7088 5.8874
C 2.8278 2.1123 6.4640
C 3.8038 1.5620 5.6510
C 3.6774 1.6099 4.2678
C 3.9332 2.3588 1.1315
C 4.7730 1.2472 1.2147
C 6.0371 1.2601 0.6457
C 6.4617 2.3641 -0.0761
C 5.6091 3.4472 -0.2281
C 4.3612 3.4512 0.3780
H -1.2266 4.9286 -1.4615
H -1.4845 3.3101 -2.1362
H 0.1592 3.9046 -1.8779
H -2.4917 5.4556 1.1190
H -4.8740 5.9264 1.3197
H -6.5332 4.1077 1.0115
H -5.7399 1.8056 0.5701
H -4.6693 1.4390 2.9612
H -5.4154 0.0889 4.8776
H -4.8958 -2.3256 4.9874
H -3.6488 -3.4009 3.1463
H -2.9177 -2.0425 1.2062
H -4.9721 -1.7970 0.0666
H -6.0572 -2.6787 -1.9383
H -5.9736 -1.4180 -4.0639
H -4.7829 0.7500 -4.1602
H -3.6349 1.6147 -2.1558
H -0.8524 6.0251 0.8089
H 0.6208 7.6741 1.7961
H 2.7523 6.9771 2.8469
H 3.3895 4.6049 2.8260
H 0.7169 3.2295 4.0711
H 0.9438 3.1350 6.5177
H 2.9265 2.0776 7.5414
H 4.6759 1.0926 6.0891
H 4.4598 1.1890 3.6549
H 4.4271 0.3516 1.7154
H 6.6814 0.3971 0.7584
H 7.4486 2.3835 -0.5202
H 5.9114 4.2985 -0.8250
H 3.7169 4.3107 0.2570
C 2.3988 3.1513 -3.2569
C 2.8931 1.7462 -3.0967
N 3.7978 1.3047 -3.9370
C 4.2138 0.0286 -3.8326
C 3.7788 -0.8349 -2.8635
C 4.2810 -2.2578 -2.8768
O 5.1576 -2.5613 -1.7869
C 2.8318 -0.3749 -1.9108
C 2.5298 -1.2549 -0.8082
N 1.5287 -1.2431 -0.0024
C 1.4021 -2.3003 0.9163
C 1.9056 -3.5788 0.6193
C 1.8019 -4.6378 1.4975
C 1.1598 -4.4763 2.7160
C 0.6036 -3.2458 3.0137
C 0.7125 -2.1818 2.1268
I -0.2673 -0.4312 2.7868
C 2.3347 0.9377 -2.0496
O 1.4548 1.4753 -1.2602
H 2.9949 3.6575 -4.0118
H 2.4627 3.6845 -2.3060
H 1.3516 3.1445 -3.5675
H 4.9281 -0.2897 -4.5854
H 4.7940 -2.4405 -3.8250
H 3.4488 -2.9602 -2.8090
H 5.9389 -2.0086 -1.8854
H 3.3008 -2.0094 -0.6473
H 2.3841 -3.7457 -0.3361
H 2.2220 -5.5972 1.2250
H 1.0862 -5.2899 3.4244
H 0.0710 -3.1034 3.9445
C -1.1268 -0.8370 -1.7476
C -1.0201 -2.0896 -1.8567
C -1.1016 -3.3767 -2.2599
C -0.1502 -3.8790 -3.2663
C 0.2415 -5.2239 -3.2871
C 1.1217 -5.6915 -4.2494
C 1.6277 -4.8284 -5.2125
C 1.2577 -3.4906 -5.1958
C 0.3873 -3.0161 -4.2277
C -2.1994 -4.2239 -1.7731
C -2.8298 -5.1519 -2.6127
C -3.8837 -5.9238 -2.1535
C -4.3387 -5.7897 -0.8475
C -3.7138 -4.8862 0.0006
C -2.6543 -4.1188 -0.4563
H -0.1407 -5.8990 -2.5321
H 1.4101 -6.7355 -4.2498
H 2.3036 -5.1982 -5.9733
H 1.6391 -2.8154 -5.9520
H 0.0874 -1.9752 -4.2197
H -2.4963 -5.2531 -3.6370
H -4.3528 -6.6375 -2.8196
H -5.1623 -6.3953 -0.4913
H -4.0492 -4.7902 1.0264
H -2.1303 -3.4500 0.2158
*
```

Summary:
- energy above the lowest of the compared OMol25 structures with the same formula, charge and spin (kJ/mol) = 41.5
- HOMO level (spin up / spin down) (eV) = -5.8 / -5.8
- Kohn-Sham gap (spin up / spin down) (eV) = 4.99 / 4.99